1.
The following is a DFT calculation (ωB97M-V/def2-TZVPD) of a 9-piece molecular cluster, C29H63N2O8 overall.

Last column: Löwdin charge in e.
Atoms and positions in Å:
N  3.978  -2.998  -0.621  0.0041
C  3.696  -2.202  -1.817  -0.2780
C  3.190  -0.775  -1.577  -0.1874
C  2.019  -0.659  -0.600  -0.1885
C  0.642  -0.981  -1.222  -0.1846
C  0.254  -2.402  -0.898  -0.1548
N  -1.016  -2.815  -1.597  0.2127
H  3.159  -3.513  -0.333  0.0394
H  4.274  -2.416  0.153  0.0639
H  4.605  -2.157  -2.418  0.1079
H  2.971  -2.744  -2.431  0.1026
H  4.016  -0.165  -1.207  0.1107
H  2.875  -0.359  -2.536  0.1111
H  2.164  -1.336  0.247  0.1002
H  1.977  0.349  -0.192  0.0910
H  -0.087  -0.291  -0.797  0.0873
H  0.692  -0.788  -2.296  0.1201
H  1.030  -3.106  -1.188  0.1181
H  0.085  -2.511  0.171  0.1354
H  -0.838  -3.057  -2.571  0.1758
H  -1.741  -2.098  -1.541  0.1577
H  -1.380  -3.665  -1.145  0.1116
C  -0.615  -5.978  1.786  -0.0188
C  -1.852  -5.941  0.937  -0.4650
O  -1.883  -5.331  -0.122  0.0152
C  -3.051  -6.678  1.443  -0.0014
H  0.183  -5.406  1.321  0.0668
H  -0.826  -5.560  2.770  0.0689
H  -0.280  -7.007  1.925  0.1045
H  -3.342  -6.281  2.419  0.0709
H  -2.818  -7.737  1.562  0.1010
H  -3.876  -6.566  0.744  0.0882
C  0.453  4.859  -0.693  -0.0102
C  0.411  3.373  -0.884  -0.4843
O  0.545  2.596  0.041  0.0266
C  0.201  2.879  -2.291  0.0015
H  0.614  5.093  0.357  0.0895
H  1.261  5.286  -1.287  0.0802
H  -0.481  5.310  -1.030  0.0805
H  0.998  3.239  -2.942  0.0966
H  -0.751  3.246  -2.679  0.0729
H  0.195  1.790  -2.301  0.0609
C  5.950  3.801  1.102  -0.0220
C  4.590  3.563  0.494  -0.5000
O  4.286  4.018  -0.585  0.0631
C  3.610  2.730  1.287  -0.0182
H  6.551  4.410  0.432  0.0829
H  5.847  4.310  2.061  0.0871
H  6.454  2.848  1.276  0.0846
H  3.410  3.195  2.254  0.0917
H  4.020  1.733  1.462  0.0822
H  2.686  2.668  0.718  0.0420
C  3.146  -4.020  4.942  -0.0164
C  2.725  -4.806  3.727  -0.4896
O  1.634  -5.325  3.650  0.0534
C  3.724  -4.907  2.600  -0.0167
H  2.343  -4.017  5.675  0.0813
H  4.039  -4.464  5.385  0.0910
H  3.384  -2.992  4.660  0.0868
H  4.651  -5.366  2.945  0.0927
H  3.953  -3.906  2.230  0.0700
H  3.309  -5.505  1.791  0.0800
C  1.838  7.791  -3.769  -0.0161
C  0.376  8.024  -3.474  -0.4972
O  -0.240  7.315  -2.710  0.0500
C  -0.280  9.185  -4.178  -0.0196
H  2.199  6.934  -3.206  0.0722
H  1.980  7.611  -4.835  0.0881
H  2.420  8.672  -3.494  0.0891
H  -0.213  9.053  -5.259  0.0884
H  0.227  10.115  -3.918  0.0879
H  -1.325  9.249  -3.886  0.0827
C  -2.689  0.117  0.498  -0.0212
C  -3.956  -0.088  -0.305  -0.5106
O  -4.058  0.365  -1.422  0.0702
C  -5.058  -0.889  0.341  -0.0161
H  -1.989  0.719  -0.077  0.0653
H  -2.902  0.624  1.440  0.0954
H  -2.242  -0.855  0.728  0.0726
H  -5.382  -0.404  1.263  0.0916
H  -4.703  -1.890  0.594  0.0824
H  -5.902  -0.966  -0.340  0.0871
C  -4.380  -4.683  6.748  -0.0201
C  -3.500  -5.291  5.686  -0.4952
O  -3.964  -5.936  4.773  0.0599
C  -2.014  -5.061  5.827  -0.0167
H  -5.421  -4.918  6.541  0.0839
H  -4.109  -5.074  7.730  0.0893
H  -4.250  -3.599  6.768  0.0865
H  -1.662  -5.464  6.777  0.0907
H  -1.797  -3.991  5.812  0.0873
H  -1.480  -5.551  5.016  0.0622
C  -2.558  5.110  -4.645  -0.0250
C  -3.841  4.895  -5.416  -0.5045
O  -4.010  5.381  -6.508  0.0766
C  -4.896  4.044  -4.750  -0.0234
H  -1.886  5.737  -5.227  0.0792
H  -2.764  5.599  -3.692  0.0859
H  -2.076  4.150  -4.449  0.0672
H  -5.194  4.491  -3.800  0.0846
H  -4.503  3.046  -4.547  0.0810
H  -5.764  3.965  -5.399  0.0818

Atoms 1-2, force components in eV/Å:
-0.20 0.00 -0.23
0.02 0.02 -0.03

Values from the calculation:
- 2S+1: 1
- Total charge: +1
- HOMO-LUMO gap: 8.30 eV



2.
The following is a DFT calculation (ωB97M-V/def2-TZVPD) of a 7-piece molecular cluster, C29H64ClFN9O6 overall in a non-equilibrium geometry.

Last column: Löwdin charge in e.
Atoms and positions in Å:
C  -0.552  0.205  3.917  -0.0026
C  -0.910  -0.433  2.605  -0.3270
C  -2.344  -0.702  2.287  -0.0014
N  -0.077  -0.859  1.729  0.1617
N  1.191  -0.168  1.620  -0.0465
C  1.130  1.332  1.438  -0.0485
C  0.764  1.648  -0.033  -0.3728
C  -0.663  2.241  -0.229  -0.2004
N  -1.225  2.997  0.881  0.0365
C  1.802  2.603  -0.656  -0.1198
C  1.695  2.691  -2.179  -0.1883
F  2.787  2.064  -2.765  -0.0492
C  0.934  0.241  -0.678  -0.1018
C  1.761  -0.601  0.280  -0.7437
C  1.627  -2.092  -0.004  -0.0739
Cl  3.505  -0.251  0.239  0.8121
H  0.307  -0.298  4.363  0.0990
H  -1.386  0.068  4.601  0.0855
H  -0.389  1.283  3.874  0.0559
H  -2.416  -1.625  1.713  0.0908
H  -2.699  0.101  1.636  0.0922
H  -2.976  -0.744  3.170  0.0843
H  1.828  -0.320  2.409  0.1837
H  0.647  1.843  2.259  0.1071
H  2.173  1.645  1.523  0.1161
H  -1.347  1.431  -0.496  0.1115
H  -0.650  2.909  -1.092  0.1135
H  -1.616  2.385  1.589  0.0433
H  -0.493  3.505  1.368  0.0711
H  1.704  3.610  -0.241  0.1307
H  2.811  2.257  -0.440  0.0912
H  0.814  2.147  -2.532  0.1110
H  1.606  3.711  -2.546  0.1268
H  -0.050  -0.190  -0.847  0.1001
H  1.484  0.219  -1.618  0.1308
H  1.948  -2.675  0.860  0.0922
H  2.288  -2.317  -0.838  0.0754
H  0.615  -2.348  -0.298  0.0550
C  -1.644  3.912  5.234  -0.3319
O  -0.973  3.512  4.287  -0.0327
N  -2.935  3.634  5.437  -0.1805
C  -3.661  4.148  6.592  -0.0540
C  -3.641  2.805  4.478  -0.0326
H  -1.217  4.567  6.007  0.1401
H  -4.049  3.330  7.196  0.0919
H  -4.495  4.770  6.266  0.0913
H  -3.001  4.749  7.211  0.0854
H  -3.174  1.823  4.407  0.0678
H  -3.618  3.265  3.488  0.0947
H  -4.673  2.688  4.797  0.0920
C  -6.198  5.480  8.987  -0.3483
O  -5.059  5.059  9.096  -0.0049
N  -6.541  6.776  9.071  -0.1969
C  -7.913  7.224  8.938  -0.0543
C  -5.493  7.757  9.306  -0.0357
H  -7.060  4.814  8.812  0.1353
H  -8.012  7.911  8.096  0.0907
H  -8.237  7.735  9.846  0.0925
H  -8.564  6.368  8.769  0.0831
H  -4.754  7.722  8.505  0.0900
H  -4.981  7.547  10.245  0.0948
H  -5.935  8.749  9.348  0.0878
C  4.592  -1.864  -4.804  -0.3416
O  4.521  -2.365  -5.911  0.0066
N  5.140  -2.455  -3.727  -0.1837
C  5.175  -1.799  -2.439  -0.0765
C  5.712  -3.788  -3.858  -0.0311
H  4.193  -0.857  -4.588  0.1319
H  6.205  -1.676  -2.097  0.0974
H  4.636  -2.397  -1.700  0.0657
H  4.708  -0.817  -2.512  0.0609
H  6.513  -3.775  -4.597  0.0989
H  4.950  -4.489  -4.198  0.0808
H  6.097  -4.115  -2.898  0.0541
C  -2.143  -2.224  -1.874  -0.3391
O  -0.922  -2.206  -1.933  -0.0105
N  -2.948  -1.486  -2.650  -0.1895
C  -4.395  -1.548  -2.547  -0.0481
C  -2.344  -0.598  -3.632  -0.0260
H  -2.690  -2.870  -1.167  0.1361
H  -4.830  -1.871  -3.494  0.0956
H  -4.802  -0.568  -2.293  0.0914
H  -4.678  -2.259  -1.773  0.0841
H  -1.732  -1.167  -4.332  0.0992
H  -1.700  0.132  -3.139  0.0785
H  -3.128  -0.078  -4.176  0.0921
C  1.551  -2.448  -10.478  -0.3628
O  0.990  -1.767  -11.315  0.0067
N  2.093  -1.969  -9.343  -0.1986
C  2.750  -2.818  -8.366  -0.0667
C  2.012  -0.543  -9.090  -0.0450
H  1.663  -3.541  -10.582  0.1306
H  2.245  -2.747  -7.402  0.0804
H  3.785  -2.515  -8.229  0.0735
H  2.724  -3.853  -8.703  0.0834
H  0.970  -0.220  -9.056  0.0888
H  2.506  0.014  -9.887  0.0927
H  2.494  -0.324  -8.141  0.0819
C  5.244  -6.281  -0.704  -0.3386
O  5.984  -5.620  -1.410  0.0001
N  4.146  -6.928  -1.133  -0.1939
C  3.316  -7.709  -0.239  -0.0577
C  3.785  -6.842  -2.539  -0.0333
H  5.427  -6.413  0.376  0.1340
H  3.280  -8.751  -0.562  0.0926
H  2.297  -7.316  -0.220  0.0879
H  3.725  -7.671  0.769  0.0823
H  4.591  -7.230  -3.163  0.0999
H  3.608  -5.805  -2.822  0.0790
H  2.882  -7.422  -2.713  0.0881

Atoms 1-2, force components in eV/Å:
-0.26 0.19 -0.06
0.46 -0.11 0.60

Values from the calculation:
- 2S+1: 1
- Total charge: +1
- HOMO-LUMO gap: 7.19 eV